## a
2 unconnected molecules or ions with the total composition C5H5NO4, computed with the ωB97M-V functional and the def2-TZVPD basis.

Summary:
Highest occupied orbital energy (alpha / beta), Eh: -0.2831 / -0.3643
Orbital gap (alpha / beta), eV: 6.128 / 9.480
LUMO (alpha / beta), Eh: -0.0579 / -0.0160

```
! wB97M-V def2-TZVPD RIJCOSX def2/J DEFGRID3
* xyz 0 1
C 0.61 -0.45 -0.54
C 0.76 -1.85 -0.82
C -2.75 -0.65 -0.19
C 0.85 0.26 0.88
C 0.55 1.77 0.53
N -0.25 1.88 -0.64
O -2.14 -1.32 0.50
O 0.23 -2.34 -1.77
O -3.34 0.06 -0.85
O -0.01 0.34 -1.31
H 1.53 -2.28 -0.19
H 0.13 -0.35 1.54
H 1.90 0.19 1.17
H 0.33 2.37 1.42
H 1.59 2.37 0.25
*
```


## b
C5H5NO4 in the gas phase, computed with the ωB97M-V functional and the def2-TZVPD basis.

Summary:
Highest occupied orbital energy, Eh: -0.3196
Orbital gap, eV: 8.427
SMILES string: COc1ccoc1[N+](=O)[O-]
LUMO, Eh: -0.0100

```
! wB97M-V def2-TZVPD RIJCOSX def2/J DEFGRID3
* xyz 0 1
C -1.15 -0.29 2.08
O -0.80 -0.83 0.79
C 0.00 -0.03 0.17
C 0.82 1.03 0.41
C 1.44 1.37 -0.76
O 1.25 0.53 -1.75
C 0.35 -0.36 -1.33
N -0.22 -1.32 -2.15
O -0.96 -2.16 -1.65
O 0.08 -1.32 -3.30
H -0.32 -0.49 2.68
H -1.97 -1.01 2.47
H -1.30 0.74 2.00
H 0.83 1.79 1.23
H 1.96 2.36 -0.89
*
```


## c
2 unconnected molecules or ions with the total composition C5H5NO4, computed with the ωB97M-V functional and the def2-TZVPD basis.

Summary:
Highest occupied orbital energy, Eh: -0.3499
Orbital gap, eV: 9.173
SMILES string: O=C1C=CC(O)=N1.O=CO
LUMO, Eh: -0.0128

```
! wB97M-V def2-TZVPD RIJCOSX def2/J DEFGRID3
* xyz 0 1
O 0.10 -2.63 -0.41
C -0.42 -1.58 -0.02
C -1.81 -1.43 0.36
C -2.12 -0.15 0.21
C -0.77 0.54 -0.13
O -0.88 1.83 -0.38
N 0.22 -0.27 -0.22
H -2.31 -2.18 0.96
H -3.09 0.33 0.17
H 0.10 2.18 -0.55
O 1.54 1.14 0.59
C 2.48 1.53 -0.03
O 3.69 0.99 -0.01
H 2.27 2.47 -0.71
H 3.76 0.30 0.73
*
```


## d
2 unconnected molecules or ions with the total composition C5H5NO4, computed with the ωB97M-V functional and the def2-TZVPD basis.

Summary:
Highest occupied orbital energy (alpha / beta), Eh: -0.3025 / -0.3025
Orbital gap (alpha / beta), eV: 7.685 / 7.679
LUMO (alpha / beta), Eh: -0.0200 / -0.0203

```
! wB97M-V def2-TZVPD RIJCOSX def2/J DEFGRID3
* xyz 0 1
C 0.17 1.19 1.45
C -0.74 0.96 0.48
C 0.67 -0.08 -2.14
C 1.08 -0.03 1.55
C -0.46 -0.41 -0.12
N -1.43 -1.24 -0.71
O 1.81 -0.10 -1.99
O -2.39 -0.67 -1.28
O -1.30 -2.45 -0.82
O 0.54 -0.97 0.72
H 0.21 2.02 2.02
H -1.27 1.81 0.08
H -0.07 0.17 -2.84
H 1.94 0.42 1.13
H 1.23 -0.61 2.46
*
```


Short version: c is the most stable of them.


## a
2 unconnected molecules or ions with the total composition C3H10NOS, computed with the ωB97M-V functional and the def2-TZVPD basis.

Summary:
Highest occupied orbital energy, Eh: -0.0962
Orbital gap, eV: 6.689
LUMO, Eh: 0.1496

```
! wB97M-V def2-TZVPD RIJCOSX def2/J DEFGRID3
* xyz -1 1
C -0.36 -0.07 0.40
C -0.21 -0.18 -1.17
S 1.34 0.63 -1.69
C -0.74 1.35 0.68
N -0.85 1.85 2.06
H 0.51 -0.37 0.89
H -1.14 -0.88 0.75
H -1.06 0.26 -1.71
H -0.16 -1.25 -1.45
H -1.76 1.43 0.23
H -0.20 2.11 0.05
H -1.58 1.33 2.59
H -0.02 1.76 2.64
H 1.44 -2.27 -1.13
H 2.77 -2.64 -1.71
O 2.01 -3.06 -1.44
*
```


## b
2 unconnected molecules or ions with the total composition C3H10NOS, computed with the ωB97M-V functional and the def2-TZVPD basis.

Summary:
Highest occupied orbital energy, Eh: -0.0933
Orbital gap, eV: 6.363
LUMO, Eh: 0.1405

```
! wB97M-V def2-TZVPD RIJCOSX def2/J DEFGRID3
* xyz -1 1
C 1.11 -0.64 1.70
C 0.76 0.78 1.30
C 0.43 0.90 -0.20
S -0.45 -0.49 -1.01
N -0.35 1.26 2.16
H 1.71 -1.14 0.92
H 0.23 -1.26 1.78
H 1.76 -0.68 2.59
H 1.63 1.40 1.49
H -0.06 1.86 -0.38
H 1.40 0.96 -0.72
H -0.75 2.08 1.70
H -1.07 0.55 2.12
H -2.65 -1.99 -3.95
H -1.40 -1.63 -4.66
O -2.30 -1.95 -4.85
*
```


Short version: b is the most stable of them.


## a
2 unconnected molecules or ions with the total composition C3H10NOS, computed with the ωB97M-V functional and the def2-TZVPD basis.

Summary:
Highest occupied orbital energy, Eh: -0.1025
Orbital gap, eV: 6.783
LUMO, Eh: 0.1468

```
! wB97M-V def2-TZVPD RIJCOSX def2/J DEFGRID3
* xyz -1 1
C 2.05 -0.25 0.46
C 1.20 0.68 -0.40
C -0.21 0.89 0.21
S -1.16 -0.66 0.43
N 1.13 0.11 -1.75
H 2.27 0.26 1.41
H 1.52 -1.17 0.69
H 3.05 -0.33 0.03
H 1.71 1.66 -0.37
H -0.76 1.62 -0.39
H -0.13 1.29 1.22
H 0.51 0.66 -2.34
H 0.70 -0.80 -1.57
H -3.72 -1.74 1.38
H -3.78 -0.94 0.16
O -4.37 -1.30 0.82
*
```


## b
2 unconnected molecules or ions with the total composition C3H10NOS, computed with the ωB97M-V functional and the def2-TZVPD basis.

Summary:
Highest occupied orbital energy, Eh: -0.1221
Orbital gap, eV: 6.862
LUMO, Eh: 0.1301

```
! wB97M-V def2-TZVPD RIJCOSX def2/J DEFGRID3
* xyz -1 1
C 0.77 0.07 1.98
S 2.43 0.88 1.68
C 1.90 1.38 -0.07
H 0.98 -0.77 2.64
H 0.40 -0.24 1.00
H 0.13 0.78 2.56
H 2.77 1.09 -0.72
H 1.08 0.76 -0.44
H 1.63 2.38 -0.11
N -1.52 -1.64 -1.85
C -1.88 -0.29 -1.06
O -0.72 0.27 -0.43
H -2.16 -2.45 -1.74
H -0.67 -1.85 -1.34
H -2.51 0.21 -1.81
H -2.62 -0.59 -0.32
*
```


Short version: a is the most stable of them.


## a
2 unconnected molecules or ions with the total composition C3H10NOS, computed with the ωB97M-V functional and the def2-TZVPD basis.

Summary:
Highest occupied orbital energy, Eh: -0.0950
Orbital gap, eV: 6.640
LUMO, Eh: 0.1490

```
! wB97M-V def2-TZVPD RIJCOSX def2/J DEFGRID3
* xyz -1 1
C 0.09 -1.13 0.84
C -1.00 -1.42 -0.22
S -1.53 0.03 -1.16
C 1.41 -0.82 0.18
N 2.49 -0.29 1.00
H -0.10 -0.39 1.62
H 0.21 -2.12 1.35
H -0.54 -2.18 -0.88
H -1.88 -1.86 0.24
H 1.69 -1.68 -0.47
H 1.22 -0.10 -0.66
H 2.64 -0.98 1.72
H 2.34 0.67 1.27
H -0.92 3.32 -0.21
H -0.04 2.16 0.14
O -0.11 3.12 0.29
*
```


## b
2 unconnected molecules or ions with the total composition C3H10NOS, computed with the ωB97M-V functional and the def2-TZVPD basis.

Summary:
Highest occupied orbital energy, Eh: -0.0963
Orbital gap, eV: 6.053
LUMO, Eh: 0.1262

```
! wB97M-V def2-TZVPD RIJCOSX def2/J DEFGRID3
* xyz -1 1
C -1.21 -1.20 1.33
S -2.88 -0.82 0.76
C -2.29 -0.32 -0.86
H -0.72 -0.32 1.71
H -0.74 -1.79 0.55
H -1.11 -1.81 2.26
H -1.41 0.34 -0.75
H -1.86 -1.17 -1.41
H -2.98 0.09 -1.60
N 2.89 0.73 -0.99
C 1.93 0.91 0.20
O 0.70 0.37 0.14
H 2.22 0.71 -1.76
H 3.31 1.65 -1.02
H 2.32 0.59 1.18
H 1.84 2.05 0.26
*
```


## c
2 unconnected molecules or ions with the total composition C3H10NOS, computed with the ωB97M-V functional and the def2-TZVPD basis.

Summary:
Highest occupied orbital energy, Eh: -0.0982
Orbital gap, eV: 5.762
LUMO, Eh: 0.1136

```
! wB97M-V def2-TZVPD RIJCOSX def2/J DEFGRID3
* xyz -1 1
C 0.42 -1.39 0.64
C 1.12 -2.27 -0.35
S 0.37 -3.91 -0.75
H -0.66 -1.29 0.54
H 0.69 -1.81 1.60
H 0.80 -0.38 0.67
H 2.04 -2.58 0.17
H 1.41 -1.82 -1.28
H -0.74 -3.28 -1.23
N -1.23 3.41 -0.50
C -0.70 2.25 0.38
O 0.31 1.49 -0.02
H -1.12 2.94 -1.40
H -0.58 4.18 -0.47
H -1.58 1.65 0.67
H -0.54 2.81 1.35
*
```


## d
2 unconnected molecules or ions with the total composition C3H10NOS, computed with the ωB97M-V functional and the def2-TZVPD basis.

Summary:
Highest occupied orbital energy, Eh: -0.0976
Orbital gap, eV: 6.003
LUMO, Eh: 0.1231

```
! wB97M-V def2-TZVPD RIJCOSX def2/J DEFGRID3
* xyz -1 1
C 1.02 1.69 -0.03
C 0.36 1.27 1.31
S 1.29 -0.11 2.15
H 0.45 1.08 -0.77
H 2.11 1.70 0.03
H 0.66 2.72 -0.16
H 0.25 2.08 2.02
H -0.56 0.79 0.96
H 0.23 -0.68 2.73
N -1.35 -2.23 -1.23
C -0.48 -1.05 -1.34
O -1.20 0.08 -1.17
H -1.02 -3.14 -0.94
H -2.10 -1.96 -0.60
H 0.34 -1.20 -0.60
H 0.00 -1.04 -2.35
*
```


Short version: a is the most stable of them.